Record 1
Computed, not measured: the molecule C15H19N3O6 at a distorted geometry, with wB97M-V/def2-TZVPD.

Geometry as XYZ:
```
43
C15H19N3O6 (wB97M-V/def2-TZVPD)
O -2.862 -2.000 1.705
C -3.201 -1.196 0.875
N -2.252 -0.544 0.094
C -2.482 0.446 -0.847
O -1.557 1.019 -1.375
C -3.923 0.770 -1.142
C -4.847 -0.398 -0.835
C -4.636 -0.815 0.613
H -4.886 0.013 1.284
H -5.262 -1.664 0.891
H -4.621 -1.236 -1.498
H -5.886 -0.110 -0.998
H -4.191 1.638 -0.530
H -3.985 1.080 -2.186
C -0.876 -0.889 0.308
C -0.181 -1.548 -0.674
C 1.187 -1.793 -0.537
C 1.890 -1.332 0.604
N 3.233 -1.449 0.731
C 4.018 -0.431 1.390
C 3.633 0.993 0.913
O 3.052 0.877 -0.367
C 2.466 2.050 -0.885
C 1.241 2.544 -0.085
O 0.309 3.206 -0.894
H -0.216 2.546 -1.368
H 1.547 3.268 0.677
H 0.781 1.679 0.411
H 2.137 1.770 -1.889
H 3.215 2.849 -0.971
H 2.920 1.448 1.612
H 4.527 1.631 0.875
H 5.061 -0.637 1.151
H 3.900 -0.494 2.476
H 3.672 -1.871 -0.085
C 1.118 -0.741 1.627
C -0.227 -0.519 1.488
H -0.788 -0.048 2.281
H 1.611 -0.446 2.539
N 1.831 -2.425 -1.632
O 1.196 -2.591 -2.656
O 2.999 -2.780 -1.511
H -0.668 -1.870 -1.582
```

Properties
Strongest force on any atom (hartree/bohr): 0.02625
Charge: 0
Energy (eV): -32616.2712
Energy above the lowest of the compared OMol25 structures with the same formula, charge and spin (kJ/mol): 406.94
SMILES string: O=C1CCCC(=O)N1c1ccc(NCCOCCO)c([N+](=O)[O-])c1

Record 2
Computed, not measured: the molecule C15H19NO, with wB97M-V/def2-TZVPD.

Geometry as XYZ:
```
36
C15H19NO (wB97M-V/def2-TZVPD)
C -5.530 -0.145 -0.123
C -4.565 -1.234 -0.576
C -3.131 -0.733 -0.741
H -3.121 0.117 -1.426
H -2.526 -1.527 -1.188
C -2.494 -0.298 0.585
C -1.056 0.086 0.388
C -0.017 -0.789 0.344
C 1.329 -0.312 0.126
C 2.451 -1.151 0.074
C 3.721 -0.659 -0.138
C 3.894 0.718 -0.308
C 2.818 1.571 -0.266
C 1.533 1.068 -0.049
N 0.456 1.907 -0.006
C -0.848 1.522 0.200
O -1.730 2.365 0.220
H 0.607 2.900 -0.135
H 2.953 2.635 -0.398
H 4.886 1.111 -0.475
C 4.911 -1.569 -0.190
H 5.415 -1.480 -1.152
H 5.628 -1.299 0.585
H 4.618 -2.605 -0.046
H 2.324 -2.214 0.203
C -0.207 -2.267 0.515
H 0.131 -2.792 -0.377
H 0.378 -2.624 1.362
H -1.247 -2.522 0.684
H -2.594 -1.093 1.326
H -3.017 0.586 0.952
H -4.581 -2.056 0.144
H -4.904 -1.631 -1.536
H -5.290 0.199 0.879
H -5.481 0.707 -0.797
H -6.550 -0.522 -0.118
```

Properties
Strongest force on any atom (hartree/bohr): 0.01276
Charge: 0
Energy (eV): -19402.3825
Energy above the lowest of the compared OMol25 structures with the same formula, charge and spin (kJ/mol): 0.00
SMILES string: CCCCc1c(C)c2cc(C)ccc2[nH]c1=O

Record 3
Computed, not measured: the molecule C15H19NO, with wB97M-V/def2-TZVPD.

Geometry as XYZ:
```
36
C15H19NO (wB97M-V/def2-TZVPD)
C -0.391 2.711 -1.644
H 0.510 2.578 -2.235
H -0.579 3.772 -1.502
H -1.238 2.269 -2.164
C -0.228 2.043 -0.272
C -0.009 0.606 -0.439
C 0.099 -0.587 -0.506
C 0.219 -2.029 -0.619
N -0.636 -2.686 0.363
C -0.512 -4.133 0.343
H -0.842 -4.500 1.319
C -1.461 -4.650 -0.760
H -1.907 -5.602 -0.480
H -0.917 -4.797 -1.694
C -2.507 -3.532 -0.899
H -2.511 -3.120 -1.908
H -3.513 -3.882 -0.677
C -2.053 -2.464 0.121
H -2.573 -2.610 1.072
H -2.229 -1.444 -0.218
H 0.524 -4.438 0.192
H 1.255 -2.313 -0.406
H -0.015 -2.320 -1.659
C 0.959 2.672 0.448
C 0.759 3.730 1.323
C 1.835 4.329 1.953
C 3.120 3.877 1.711
C 3.326 2.825 0.835
C 2.251 2.224 0.205
H 2.409 1.399 -0.475
H 4.327 2.470 0.641
H 3.961 4.345 2.203
H 1.668 5.152 2.633
H -0.246 4.083 1.503
O -1.445 2.256 0.432
H -1.409 1.766 1.261
```

Properties
Strongest force on any atom (hartree/bohr): 0.01049
Charge: 0
Energy (eV): -19398.9122
Energy above the lowest of the compared OMol25 structures with the same formula, charge and spin (kJ/mol): 334.83
SMILES string: C[C@@](O)(C#CCN1CCCC1)c1ccccc1